# 1
ORCA calculation (ωB97M-V with the def2-TZVPD basis set) on a single C5H8OS molecule.

For the LUMO energy, the calculation gives 0.744 eV. The HOMO energy is -8.417 eV. Its SMILES is O[C@@H]1[C@@H]2CCS[C@@H]12. As for the energy above the lowest of the compared OMol25 structures with the same formula, charge and spin: 312.28 kJ/mol. The HOMO-LUMO gap is 9.2 eV.

The geometry in ORCA input format:
```
! RIJCOSX wB97M-V def2-TZVPD def2/J DEFGRID3
* xyz 0 1
O -2.4359 -0.5418 -0.5427
C -1.4744 -0.9030 0.3974
C -0.3531 0.1026 0.5348
C 0.4904 1.1396 -0.1275
C 1.9016 0.3915 -0.1589
S 1.6420 -1.4852 -0.0839
C -0.1320 -1.1702 -0.2516
H -3.0997 0.0440 -0.1640
H -1.8342 -1.4369 1.2979
H 0.0052 0.0292 1.6180
H 0.4776 2.1403 0.3587
H 0.1199 1.2696 -1.1538
H 2.6167 0.6353 0.6792
H 2.4511 0.7372 -1.0854
H -0.3754 -0.9523 -1.3179
*
```



# 2
ORCA calculation (ωB97M-V with the def2-TZVPD basis set) on a molecular structure, C2H3ClN.

For the LUMO energy (alpha / beta), the calculation gives -6.370 / -6.341 eV. The HOMO energy (alpha / beta) is -13.347 / -13.651 eV. As for the energy above the lowest of the compared OMol25 structures with the same formula, charge and spin: 636.57 kJ/mol. The HOMO-LUMO gap (alpha / beta) is 7.0 / 7.3 eV.

The geometry in ORCA input format:
```
! RIJCOSX wB97M-V def2-TZVPD def2/J DEFGRID3
* xyz 1 1
C -0.7678 -0.3225 -1.3087
C 0.2861 -1.8308 -2.1846
N -0.0861 0.1007 -0.1624
Cl -0.0180 -2.3031 -3.6280
H -0.2057 -0.4764 0.6768
H -0.3590 1.1807 0.1311
H 1.0226 0.1961 -0.3435
*
```



# 3
ORCA calculation (ωB97M-V with the def2-TZVPD basis set) on 9 unconnected molecules or ions with the total composition C51H98N3O27Si.

For the LUMO energy, the calculation gives -4.063 eV. The HOMO energy is -11.278 eV. The HOMO-LUMO gap is 7.2 eV.

The geometry in ORCA input format:
```
! RIJCOSX wB97M-V def2-TZVPD def2/J DEFGRID3
* xyz 1 1
C 5.6970 -4.0586 -0.3503
Si 3.9923 -3.5668 -0.9459
C 3.2181 -5.0340 -1.8267
C 2.9321 -3.1806 0.5647
O 4.2231 -2.2434 -1.9371
C 3.0579 -1.5969 -2.4333
C 3.2576 -0.0954 -2.3536
C 2.8829 0.4865 -0.9771
C 1.7025 1.4370 -1.0680
C 1.3834 2.0218 0.3157
C 0.8970 1.0291 1.3658
C -0.6419 0.9231 1.3961
C -1.2120 -0.3246 0.7502
C -0.5978 -1.5748 0.8198
C -1.1876 -2.6961 0.2304
C -2.3863 -2.5660 -0.4623
C -3.0237 -1.3344 -0.5511
C -2.4295 -0.2285 0.0637
N 2.5697 2.7223 0.8203
O 2.7090 3.9668 0.1325
C 3.7608 1.9791 0.6707
N 4.6068 2.0624 1.6331
C 5.9131 1.3856 1.6876
C 5.8258 -0.1531 1.5877
O 6.3853 -0.6716 0.4024
N 4.0541 1.2212 -0.4348
H 5.7536 -5.1267 -0.1666
H 6.0107 -3.4957 0.5230
H 6.4044 -3.8347 -1.1490
H 2.9364 -4.8342 -2.8565
H 3.9254 -5.8598 -1.8384
H 2.3543 -5.3821 -1.2654
H 3.0070 -2.1514 0.9136
H 1.8891 -3.4052 0.3484
H 3.2390 -3.8283 1.3821
H 2.9357 -1.8525 -3.4858
H 2.1379 -1.9040 -1.9248
H 2.6301 0.3684 -3.1122
H 4.3028 0.1122 -2.5601
H 2.6558 -0.3629 -0.3418
H 0.8324 1.0195 -1.5654
H 2.0448 2.2711 -1.6855
H 0.5990 2.7598 0.1894
H 1.2215 1.4027 2.3350
H 1.3379 0.0420 1.2609
H -0.9499 0.9166 2.4378
H -1.0671 1.7853 0.8923
H 0.3432 -1.6645 1.3442
H -0.7198 -3.6650 0.3089
H -2.8418 -3.4246 -0.9314
H -3.9606 -1.1881 -1.0616
H -2.9256 0.7320 0.0267
H 3.5637 4.3266 0.4001
H 4.3493 2.6622 2.4082
H 6.3463 1.6446 2.6472
H 6.5688 1.8212 0.9397
H 4.7738 -0.4422 1.6275
H 6.3784 -0.5915 2.4074
H 6.2671 -0.0426 -0.3127
H 4.5096 1.7749 -1.1591
C -3.9425 -2.2355 3.1002
C -2.5449 -2.6424 3.5126
O -2.2448 -2.1938 4.8461
C -2.7530 -2.9179 5.8427
O -3.3945 -3.9288 5.7399
O -2.4161 -2.3097 6.9815
C -2.9330 -2.9234 8.1672
H -4.0785 -1.1601 3.2276
H -4.1213 -2.4916 2.0577
H -4.6899 -2.7404 3.7114
H -1.7929 -2.1601 2.8878
H -2.4033 -3.7209 3.4335
H -2.6802 -3.9803 8.2009
H -4.0125 -2.7937 8.2170
H -2.4673 -2.4110 9.0042
C -7.9797 -4.2331 -3.3326
C -6.6223 -4.6573 -2.8142
O -6.4826 -4.3550 -1.4158
C -7.0907 -5.2052 -0.5866
O -7.7086 -6.1864 -0.9023
O -6.8907 -4.7738 0.6595
C -7.5380 -5.5582 1.6667
H -8.1621 -3.1825 -3.1022
H -8.0386 -4.3712 -4.4123
H -8.7751 -4.8137 -2.8675
H -5.8417 -4.0894 -3.3187
H -6.4339 -5.7149 -2.9948
H -7.2806 -6.6098 1.5668
H -8.6174 -5.4305 1.6062
H -7.1807 -5.1851 2.6220
C 6.7027 0.8525 -7.8257
C 8.0851 0.4404 -7.3691
O 8.2602 0.6411 -5.9555
C 7.7142 -0.2867 -5.1757
O 7.1189 -1.2674 -5.5364
O 7.9428 0.0568 -3.9038
C 7.3643 -0.8300 -2.9450
H 6.4923 1.8794 -7.5228
H 6.6278 0.7840 -8.9104
H 5.9389 0.2113 -7.3871
H 8.8417 1.0636 -7.8412
H 8.3002 -0.5962 -7.6247
H 7.6620 -1.8599 -3.1250
H 6.2781 -0.7542 -2.9635
H 7.7339 -0.5202 -1.9703
C 8.0209 4.0498 -4.6149
C 7.8615 5.3744 -3.9004
O 6.5014 5.8507 -3.9583
C 5.6548 5.2922 -3.1167
O 5.9115 4.4473 -2.2855
O 4.4389 5.8080 -3.3216
C 3.4582 5.2001 -2.4908
H 7.6489 4.1224 -5.6373
H 9.0706 3.7609 -4.6431
H 7.4625 3.2597 -4.1137
H 8.4516 6.1440 -4.3918
H 8.1876 5.3166 -2.8627
H 3.7710 5.2559 -1.4578
H 3.3065 4.1615 -2.7856
H 2.5283 5.7474 -2.6155
C -7.8731 -6.8818 -10.0205
C -8.1517 -5.3989 -9.9067
O -7.6664 -4.8600 -8.6651
C -6.3586 -4.6290 -8.6160
O -5.5656 -4.8049 -9.5030
O -6.0672 -4.1648 -7.3962
C -4.6735 -3.9425 -7.1805
H -8.2713 -7.4112 -9.1542
H -8.3353 -7.2839 -10.9215
H -6.8024 -7.0762 -10.0670
H -9.2239 -5.2145 -9.8972
H -7.7252 -4.8447 -10.7419
H -4.2468 -3.3114 -7.9565
H -4.1457 -4.8945 -7.1418
H -4.5754 -3.4447 -6.2193
C -0.7716 0.3818 7.5083
C 0.6634 0.8577 7.4967
O 0.8166 2.1374 8.1322
C 0.8285 2.1111 9.4653
O 0.7545 1.1288 10.1557
O 0.9491 3.3644 9.9017
C 0.9211 3.4976 11.3266
H -1.4265 1.1412 7.0769
H -0.8749 -0.5350 6.9356
H -1.1122 0.1921 8.5258
H 1.0005 1.0083 6.4717
H 1.3292 0.1313 7.9626
H 1.6544 2.8447 11.7935
H -0.0742 3.2726 11.7057
H 1.1657 4.5333 11.5421
C -1.8610 3.9475 6.6003
C -2.6701 4.0890 5.3295
O -2.0766 5.0407 4.4230
C -1.0479 4.6018 3.7207
O -0.5824 3.4878 3.7407
O -0.6018 5.6006 2.9461
C 0.5282 5.2213 2.1694
H -1.7068 4.9220 7.0644
H -2.3809 3.3007 7.3063
H -0.8807 3.5167 6.3983
H -3.6578 4.4872 5.5510
H -2.8017 3.1325 4.8247
H 0.3002 4.3126 1.6171
H 1.3931 5.0549 2.8117
H 0.7460 6.0221 1.4683
C -3.7791 5.9824 1.7389
C -3.5172 4.6400 1.0918
O -4.5958 3.7180 1.2990
C -5.6553 3.8961 0.5060
O -5.7559 4.7203 -0.3640
O -6.5731 2.9907 0.8366
C -7.7976 3.0948 0.1017
H -4.0150 5.8552 2.7947
H -2.8999 6.6200 1.6526
H -4.6198 6.4911 1.2688
H -2.6482 4.1649 1.5491
H -3.3166 4.7423 0.0247
H -7.6103 3.0935 -0.9693
H -8.3307 3.9999 0.3867
H -8.3898 2.2252 0.3696
*
```



# 4
ORCA calculation (ωB97M-V with the def2-TZVPD basis set) on 2 unconnected molecules or ions with the total composition C6H12N.

For the LUMO energy, the calculation gives -9.164 eV. The HOMO energy is -13.545 eV. As for the energy above the lowest of the compared OMol25 structures with the same formula, charge and spin: 858.93 kJ/mol. The HOMO-LUMO gap is 4.4 eV.

The geometry in ORCA input format:
```
! RIJCOSX wB97M-V def2-TZVPD def2/J DEFGRID3
* xyz 1 1
C 2.3181 -0.8222 -0.9054
C 1.2306 -1.6243 -1.5886
C -0.0407 -1.5430 -0.7160
C -0.6639 -0.2786 -0.9813
C -0.3919 0.7132 -0.1078
N -2.3717 3.2583 2.6493
C -1.9987 2.0075 2.6867
H 1.7273 0.0768 -0.4878
H 3.1985 -0.4136 -1.3411
H 2.6497 -1.3223 0.0065
H 1.6724 -2.6147 -1.7377
H 0.8968 -1.3206 -2.5954
H 0.2750 -1.5739 0.3529
H -0.6849 -2.3754 -0.8105
H -1.3709 -0.3805 -1.9128
H -1.1172 1.4938 -0.1818
H -1.4674 3.7756 2.7456
H -2.7908 1.2280 2.7993
H -1.0700 1.7159 2.1259
*
```



The records above yield max |F| values of 0.058 0.113 0.031 0.134 Eh/bohr, respectively.